Computed, not measured: a structure of composition C24H14F3N3O8Pt, with ωB97M-V with the def2-TZVPD basis set.

Last column: Löwdin charge in e.
Positions of all 53 atoms, in Å:
Pt (1.985, 0.632, -0.246)  1.221
O (8.557, 2.855, -0.139)  -0.057
C (8.249, 1.649, -0.195)  -0.698
O (8.968, 0.628, -0.230)  -0.069
C (6.723, 1.364, -0.222)  -0.092
C (6.246, 0.059, -0.267)  0.007
C (4.886, -0.187, -0.283)  -0.085
N (4.001, 0.818, -0.242)  -0.074
C (4.444, 2.080, -0.186)  -0.179
C (5.788, 2.392, -0.187)  0.064
C (3.350, 3.107, -0.052)  -0.586
O (3.615, 4.294, -0.038)  0.055
O (2.153, 2.607, 0.075)  -0.184
H (6.957, -0.756, -0.286)  0.110
H (4.473, -1.182, -0.336)  0.101
H (6.099, 3.426, -0.146)  0.125
O (-0.407, 2.263, -1.722)  0.060
C (-0.796, 1.522, -0.852)  -0.551
N (-2.122, 1.421, -0.443)  0.126
C (-2.341, 0.237, 0.344)  -0.263
C (-0.852, -0.126, 0.677)  -0.439
O (-0.534, -0.967, 1.497)  0.046
N (-0.041, 0.646, -0.077)  -0.027
C (-3.155, 0.499, 1.610)  -0.115
C (-3.188, -0.426, 2.653)  -0.019
C (-3.931, -0.173, 3.796)  -0.085
C (-4.675, 0.994, 3.912)  -0.114
C (-4.649, 1.917, 2.879)  -0.099
C (-3.887, 1.674, 1.742)  -0.028
C (-2.992, -0.911, -0.447)  -0.125
C (-2.774, -2.239, -0.091)  -0.027
C (-3.353, -3.270, -0.815)  -0.075
C (-4.175, -2.992, -1.899)  -0.105
C (-4.412, -1.672, -2.248)  -0.092
C (-3.820, -0.642, -1.530)  -0.026
H (-2.828, 1.832, -1.025)  0.123
H (-2.590, -1.322, 2.587)  0.102
H (-3.922, -0.892, 4.606)  0.096
H (-5.257, 1.188, 4.805)  0.090
H (-5.214, 2.838, 2.958)  0.093
H (-3.852, 2.417, 0.957)  0.104
H (-2.107, -2.463, 0.730)  0.107
H (-3.144, -4.296, -0.541)  0.101
H (-4.610, -3.799, -2.477)  0.092
H (-5.058, -1.439, -3.086)  0.094
H (-4.008, 0.378, -1.840)  0.103
F (1.141, -1.511, -3.411)  0.132
C (0.706, -2.205, -2.337)  -0.538
F (0.208, -3.362, -2.804)  0.126
F (-0.327, -1.525, -1.824)  0.145
C (1.867, -2.427, -1.324)  -0.556
O (2.282, -3.568, -1.227)  0.068
O (2.320, -1.385, -0.755)  -0.181

HOMO level	-3.431	eV
lowest unoccupied orbital energy	4.01	eV
relative energy (zero: lowest compared OMol25 entry of this formula, charge and spin)	0.128	eV
total charge	-2
E_tot	-2108.36194	a.u.
gap between HOMO and LUMO	7.44	eV